1.
This record from the OMol25 dataset describes an isolated ion of composition C5H8NO and charge +1 in a non-equilibrium geometry. The level of theory is the ωB97M-V functional and the def2-TZVPD basis.

Element x y z (Å)
H (2.408, 0.934, -0.495)
H (-1.194, 1.551, 1.072)
H (-0.436, -1.495, 1.156)
H (0.480, -0.308, 2.225)
O (0.478, 1.456, -0.065)
C (1.424, 0.568, -0.391)
C (-0.576, 0.735, 0.455)
H (1.379, -1.560, -1.569)
N (1.168, -0.709, 0.313)
C (-1.455, 0.112, -0.562)
H (-0.830, -0.436, -1.321)
H (-2.130, -0.462, 0.005)
C (1.132, -0.700, -0.951)
H (-1.958, 0.808, -1.141)
C (0.109, -0.494, 1.271)

Calculated values
**Charge**: +1
**E_HOMO**: -15.5 eV
**Gap between HOMO and LUMO**: 9.2 eV
**ΔE to the lowest compared entry with this formula, charge and spin**: 97.42 kcal/mol
**Electronic energy**: -8840.536 eV
**SMILES string**: C[C@H]1C[N+]2=C[C@H]2O1
**LUMO**: -6.3 eV



2.
This record from the OMol25 dataset describes a 2-piece molecular cluster, C3H7N3O overall. The level of theory is the ωB97M-V functional and the def2-TZVPD basis.

Element x y z (Å)
N (1.630, -0.237, 1.462)
O (0.352, 1.523, 1.658)
N (-0.746, -0.159, -1.601)
C (-0.840, 0.732, -0.762)
H (0.178, -1.918, -2.210)
H (2.132, 0.070, 2.290)
N (-1.227, 1.846, -0.298)
H (-0.379, 1.967, 1.106)
H (-1.292, -2.149, -1.245)
H (0.200, -1.611, -0.443)
H (-2.188, 2.064, -0.535)
C (-0.395, -1.528, -1.364)
C (0.621, 0.463, 0.952)
H (1.955, -1.065, 0.992)

Calculated values
**E_HOMO**: -8.6 eV
**Gap between HOMO and LUMO**: 9.6 eV
**ΔE to the lowest compared entry with this formula, charge and spin**: 66.41 kcal/mol
**Electronic energy**: -9740.154 eV
**LUMO**: 0.9 eV



- Number 1 is which compound?
  C5H8NO



- Number 2 is which compound?
  C3H7N3O